Entry from the OMol25 dataset: an isolated ion of composition C5H7N2 and charge +1 in a non-equilibrium geometry (ωB97M-V with the def2-TZVPD basis set).

Structure (XYZ):
```
14
Properties=species:S:1:pos:R:3:forces:R:3
C 0.161 -0.301 0.058 0.19 -1.35 3.36
C 1.081 -2.743 2.512 -2.34 -1.96 1.20
C 1.944 -2.981 1.627 -0.36 1.83 -0.50
C -1.976 0.644 -0.862 2.43 1.45 -1.09
C -0.414 0.405 -1.032 1.01 0.61 -2.11
N 0.399 -0.899 1.042 -1.21 0.82 -3.92
N 1.129 -1.391 1.981 2.71 -1.13 2.04
H 0.517 -3.393 3.277 0.64 1.84 -1.01
H 2.641 -3.149 0.854 0.64 -0.20 -0.30
H -2.154 0.936 0.179 -0.14 0.79 -0.60
H -2.468 -0.265 -0.976 -0.93 -1.57 -0.57
H -2.181 1.350 -1.733 -0.43 -0.68 1.73
H 0.193 1.348 -1.272 -0.97 -0.96 0.95
H -0.040 -0.212 -1.925 -1.24 0.51 0.80
```
Forces are in eV/Å.

charge: +1
structure (SMILES): CCC#[N+]N1C=C1
E_LUMO: -4.750 eV
multiplicity: 1
E_tot: -8264.984 eV
Kohn-Sham gap: 9.6 eV
ΔE to the lowest compared entry with this formula, charge and spin: 7.7928 eV



Entry from the OMol25 dataset: C5H7N2 as an isolated structure in a non-equilibrium geometry (ωB97M-V with the def2-TZVPD basis set).

Structure (XYZ):
```
14
Properties=species:S:1:pos:R:3:forces:R:3
C 1.517 0.836 0.518 0.40 0.59 0.00
C 0.263 0.907 -0.411 1.52 -2.95 4.17
C -1.785 -0.351 0.323 -1.77 0.90 1.54
C 1.941 -0.415 0.226 -8.23 3.64 -0.30
C 0.497 -0.586 -0.497 0.17 -2.32 -1.26
N -1.762 0.924 0.111 5.51 -1.42 -1.25
N -0.729 -1.149 0.121 1.19 2.94 0.06
H 2.114 1.595 0.970 -0.14 0.87 0.33
H 0.375 1.524 -1.183 -0.38 2.58 -3.11
H -2.702 -0.670 0.883 0.82 -0.77 -1.02
H 2.752 -0.985 0.148 3.28 -2.09 0.12
H 0.747 -1.185 -1.413 -1.12 1.07 0.00
H -2.445 1.653 0.140 -0.43 0.00 0.35
H -0.784 -2.097 0.064 -0.81 -3.07 0.35
```
Forces are in eV/Å.

charge: +1
E_LUMO: -4.860 eV
multiplicity: 1
E_tot: -8267.086 eV
Kohn-Sham gap: 9.5 eV
ΔE to the lowest compared entry with this formula, charge and spin: 5.6914 eV



Entry from the OMol25 dataset: an isolated ion of composition C5H7N2 and charge +1 in a non-equilibrium geometry (ωB97M-V with the def2-TZVPD basis set).

Structure (XYZ):
```
14
Properties=species:S:1:pos:R:3:forces:R:3
C 1.783 -0.827 0.011 0.12 2.85 -0.10
C -0.335 -0.687 0.026 0.47 0.34 0.03
C -0.106 0.805 0.111 0.18 0.04 0.00
C 1.364 1.307 -0.046 -0.50 1.05 -0.10
C -1.673 -1.255 -0.039 -0.60 -0.28 0.05
N 0.706 -1.485 0.026 -0.08 -1.43 -0.02
N 2.378 0.206 -0.038 0.54 -2.53 0.14
H -0.741 1.287 -0.638 -0.01 -0.04 0.07
H -0.498 1.111 1.088 -0.05 -0.06 -0.07
H 1.526 1.821 -0.997 -0.07 -0.05 0.21
H 1.657 1.970 0.770 -0.13 -0.07 -0.19
H -1.919 -1.462 -1.087 0.07 0.11 -0.08
H -2.428 -0.574 0.347 0.01 0.02 0.02
H -1.714 -2.220 0.467 0.05 0.07 0.04
```
Forces are in eV/Å.

charge: +1
structure (SMILES): CC1=NC#[N+]CC1
E_LUMO: -5.885 eV
multiplicity: 1
E_tot: -8268.921 eV
Kohn-Sham gap: 10.0 eV
ΔE to the lowest compared entry with this formula, charge and spin: 3.8562 eV



Entry from the OMol25 dataset: an isolated ion of composition C5H7N2 and charge +1 in a non-equilibrium geometry (ωB97M-V with the def2-TZVPD basis set).

Structure (XYZ):
```
14
Properties=species:S:1:pos:R:3:forces:R:3
C 0.894 -1.511 -0.253 -1.17 0.60 0.46
C -0.335 -1.386 -0.999 -0.34 0.12 -0.16
C 1.537 -0.649 0.508 -0.98 0.78 0.08
C 0.350 1.536 0.544 1.44 -2.00 0.46
C -1.456 -0.837 -0.533 1.56 0.76 -0.90
N 1.063 0.638 0.712 -0.30 0.67 -0.77
N -0.457 2.496 0.598 -1.31 0.28 2.49
H 1.269 -2.465 -0.288 1.47 -2.13 -0.20
H -0.250 -1.882 -1.950 -0.37 0.13 -0.51
H 2.396 -0.813 1.058 1.65 -0.68 0.72
H -2.229 -0.519 -1.205 -0.75 -0.55 0.14
H -1.357 -0.434 0.446 -0.69 0.23 0.78
H -0.901 2.716 1.501 0.12 -0.04 -0.68
H -0.525 3.109 -0.139 -0.33 1.84 -1.90
```
Forces are in eV/Å.

charge: +1
structure (SMILES): C=C/C=C\[N+]#CN
E_LUMO: -4.685 eV
multiplicity: 1
E_tot: -8269.170 eV
Kohn-Sham gap: 9.2 eV
ΔE to the lowest compared entry with this formula, charge and spin: 3.6069 eV



Entry from the OMol25 dataset: a 2-piece molecular cluster, C5H7N2 overall in a non-equilibrium geometry (ωB97M-V with the def2-TZVPD basis set).

Structure (XYZ):
```
14
Properties=species:S:1:pos:R:3:forces:R:3
C -1.253 -0.194 -0.668 0.16 -2.57 0.25
C -0.577 0.530 -1.687 -0.72 2.67 -1.65
C -2.122 0.135 0.330 -1.08 1.25 0.13
C -0.463 -1.510 -0.775 0.21 -0.04 -1.25
C 0.288 -0.271 -0.994 1.57 0.46 1.89
N -2.969 0.497 1.023 0.63 -0.09 -0.37
N 2.337 0.761 0.635 1.32 1.20 2.18
H -0.062 -1.981 0.108 -0.61 -1.00 -0.04
H -0.638 -1.966 -1.779 -0.16 -0.48 1.59
H 1.081 0.114 -0.203 -0.11 -0.25 -1.34
H -3.537 1.132 1.548 -0.25 -0.15 0.37
H 2.486 0.433 1.668 -0.38 1.07 -2.43
H 2.193 1.868 0.648 0.98 -3.24 -0.09
H 3.235 0.451 0.145 -1.57 1.16 0.76
```
Forces are in eV/Å.

charge: +1
E_LUMO: -5.036 eV
multiplicity: 1
E_tot: -8264.798 eV
Kohn-Sham gap: 8.4 eV
ΔE to the lowest compared entry with this formula, charge and spin: 7.9795 eV



Entry from the OMol25 dataset: an isolated ion of composition C5H7N2 and charge +1 in a non-equilibrium geometry (ωB97M-V with the def2-TZVPD basis set).

Structure (XYZ):
```
14
Properties=species:S:1:pos:R:3:forces:R:3
C -0.047 -1.126 -0.455 0.73 -0.11 1.19
C 0.750 0.036 -0.019 -2.12 -0.66 -2.27
C -0.073 1.023 -0.268 -0.48 2.48 0.89
C -1.505 1.171 -0.061 -0.47 -2.13 -2.94
C 2.143 0.203 0.352 -0.23 -0.77 -1.76
N -1.319 -1.154 0.115 2.74 2.55 -2.45
N -2.013 -0.127 0.375 -1.18 -0.40 1.17
H 0.241 -1.858 -1.242 -0.13 -0.02 1.35
H -1.660 1.810 0.742 -0.72 1.65 1.21
H -2.200 1.379 -0.974 1.26 0.28 1.38
H 2.684 -0.473 -0.231 1.33 -1.83 -0.14
H 2.532 1.094 -0.045 0.20 1.76 0.42
H 2.139 0.039 1.385 0.90 -0.04 1.57
H -1.671 -2.018 0.325 -1.83 -2.75 0.38
```
Forces are in eV/Å.

charge: +1
E_LUMO (alpha / beta): -5.533 / -6.947 eV
multiplicity: 3
E_tot: -8264.853 eV
Kohn-Sham gap (alpha / beta): 7.1 / 8.4 eV
ΔE to the lowest compared entry with this formula, charge and spin: 3.5854 eV



Entry from the OMol25 dataset: an isolated ion of composition C5H7N2O and charge +1 in a non-equilibrium geometry (ωB97M-V with the def2-TZVPD basis set).

Structure (XYZ):
```
15
Properties=species:S:1:pos:R:3:forces:R:3
C 2.027 1.163 0.037 -0.14 -0.56 0.00
C 0.761 0.525 -0.011 0.08 -1.27 -0.13
C 1.144 -0.780 -0.048 -4.67 -0.06 0.18
C -0.661 0.949 -0.002 0.88 0.78 0.13
C -1.068 -1.594 0.112 4.36 0.63 -0.14
N 2.980 0.264 0.019 1.35 1.88 0.10
N -1.603 -0.267 -0.140 -0.41 0.06 -0.19
O 2.427 -0.965 -0.033 -0.71 -1.41 0.00
H 2.267 2.203 0.117 0.23 0.24 -0.08
H -0.891 1.460 0.933 -0.30 -0.13 -0.05
H -0.870 1.628 -0.835 -0.25 -0.18 0.15
H -1.099 -2.312 -0.686 -0.34 0.01 -0.18
H -1.040 -1.929 1.131 -0.30 0.03 0.23
H -2.391 -0.091 0.499 0.15 -0.06 -0.26
H -1.984 -0.253 -1.093 0.06 0.04 0.23
```
Forces are in eV/Å.

charge: +1
E_LUMO (alpha / beta): -5.548 / -5.548 eV
multiplicity: 1
E_tot: -10313.532 eV
Kohn-Sham gap (alpha / beta): 8.5 / 8.5 eV
ΔE to the lowest compared entry with this formula, charge and spin: 5.0991 eV



Entry from the OMol25 dataset: a 2-piece molecular cluster, C5H7N2O2 overall in a non-equilibrium geometry (ωB97M-V with the def2-TZVPD basis set).

Structure (XYZ):
```
16
Properties=species:S:1:pos:R:3:forces:R:3
C 1.894 -0.380 -2.625 0.55 0.53 -0.13
C 1.239 -0.215 -1.613 -1.56 -0.61 1.48
C 0.641 -1.239 1.151 -0.10 -1.81 -5.31
C -1.484 -0.348 -0.193 -0.87 -2.26 -2.18
C -0.067 -0.176 0.323 -0.94 0.75 -0.10
N 0.266 0.997 0.814 2.03 -0.87 0.95
N -0.469 2.062 0.799 -0.60 2.35 0.67
O -1.678 2.100 0.572 -0.78 0.12 -0.16
O 0.101 3.093 1.178 0.25 0.12 -0.24
H 2.649 -0.115 -3.314 0.23 -0.26 -0.58
H 1.383 -0.788 1.648 3.05 1.89 1.44
H 1.131 -2.017 0.436 -1.30 0.88 1.59
H 0.018 -1.548 1.914 -1.80 -1.40 1.22
H -2.155 -0.890 0.534 0.67 1.15 -0.01
H -1.940 0.594 -0.605 0.62 -1.47 0.72
H -1.528 -1.128 -1.019 0.56 0.88 0.67
```
Forces are in eV/Å.

charge: -1
E_LUMO: 3.902 eV
multiplicity: 1
E_tot: -12366.781 eV
Kohn-Sham gap: 8.7 eV
ΔE to the lowest compared entry with this formula, charge and spin: 9.0344 eV



Q: Which formula does entry 7 have?
A: C5H7N2O



Q: Number 5 is which compound?
A: C5H7N2



What did the fifth record say?
Entry from the OMol25 dataset: a 2-piece molecular cluster, C5H7N2 overall in a non-equilibrium geometry (ωB97M-V with the def2-TZVPD basis set).

Structure (XYZ):
```
14
Properties=species:S:1:pos:R:3:forces:R:3
C -1.253 -0.194 -0.668 0.16 -2.57 0.25
C -0.577 0.530 -1.687 -0.72 2.67 -1.65
C -2.122 0.135 0.330 -1.08 1.25 0.13
C -0.463 -1.510 -0.775 0.21 -0.04 -1.25
C 0.288 -0.271 -0.994 1.57 0.46 1.89
N -2.969 0.497 1.023 0.63 -0.09 -0.37
N 2.337 0.761 0.635 1.32 1.20 2.18
H -0.062 -1.981 0.108 -0.61 -1.00 -0.04
H -0.638 -1.966 -1.779 -0.16 -0.48 1.59
H 1.081 0.114 -0.203 -0.11 -0.25 -1.34
H -3.537 1.132 1.548 -0.25 -0.15 0.37
H 2.486 0.433 1.668 -0.38 1.07 -2.43
H 2.193 1.868 0.648 0.98 -3.24 -0.09
H 3.235 0.451 0.145 -1.57 1.16 0.76
```
Forces are in eV/Å.

charge: +1
E_LUMO: -5.036 eV
multiplicity: 1
E_tot: -8264.798 eV
Kohn-Sham gap: 8.4 eV
ΔE to the lowest compared entry with this formula, charge and spin: 7.9795 eV